DFT (ωB97M-V/def2-TZVPD) results for a molecular structure, C35H35N4O3P2Zn.

Values from the calculation:
- orbital gap (eV) = 7.85
- energy above the lowest of the compared OMol25 structures with the same formula, charge and spin (eV) = 0.000
- 2S+1 = 1
- charge = +1
- electronic energy (Ha) = -4261.38236

```
80
C35H35N4O3P2Zn (ωB97M-V/def2-TZVPD)
Zn -0.17 -1.18 -1.37
C 1.19 -5.77 -1.25
O 2.05 -4.72 -1.75
C 1.56 -3.50 -1.74
O 0.44 -3.19 -1.35
N 2.42 -2.58 -2.23
N 1.88 -1.31 -2.48
H 1.85 -6.59 -0.98
H 0.51 -6.08 -2.04
H 0.63 -5.43 -0.39
H 3.27 -2.87 -2.67
H 1.79 -1.14 -3.47
H 2.48 -0.60 -2.09
C -1.09 0.65 1.22
N 0.02 1.58 1.18
C 0.35 2.24 -0.07
P -0.05 1.34 -1.64
C 1.26 1.99 -2.74
C 2.59 1.93 -2.34
C 3.60 2.37 -3.19
C 3.29 2.84 -4.46
C 1.96 2.87 -4.87
C 0.95 2.44 -4.02
C -1.58 2.10 -2.28
C -2.00 3.39 -1.96
C -3.15 3.90 -2.51
C -3.90 3.15 -3.40
C -3.48 1.87 -3.75
C -2.33 1.34 -3.19
C 0.36 2.30 2.35
C 0.05 1.80 3.62
C 0.38 2.50 4.76
C 1.03 3.72 4.68
C 1.35 4.22 3.44
C 1.03 3.53 2.28
P -0.44 -1.10 1.04
C -1.79 -2.20 1.53
C -3.12 -1.82 1.40
C -4.13 -2.72 1.71
C -3.82 -4.00 2.13
C -2.50 -4.40 2.22
C -1.48 -3.50 1.92
C 0.82 -1.31 2.33
C 2.15 -1.19 1.95
C 3.16 -1.33 2.89
C 2.84 -1.60 4.21
C 1.51 -1.74 4.59
C 0.50 -1.60 3.65
H -1.76 0.82 0.38
H -1.67 0.75 2.13
H 1.43 2.40 -0.09
H -0.12 3.22 -0.14
H 2.85 1.56 -1.36
H 4.63 2.34 -2.86
H 4.07 3.20 -5.11
H 1.71 3.23 -5.86
H -0.08 2.47 -4.35
H -1.43 4.02 -1.29
H -3.47 4.91 -2.26
H -4.81 3.55 -3.83
H -4.05 1.28 -4.45
H -2.02 0.34 -3.43
H -0.43 0.84 3.72
H 0.13 2.08 5.73
H 1.28 4.27 5.58
H 1.86 5.17 3.34
H 1.31 3.97 1.34
H -3.38 -0.83 1.06
H -5.17 -2.41 1.60
H -4.62 -4.70 2.37
H -2.25 -5.40 2.53
H -0.45 -3.81 2.00
H 2.39 -0.98 0.91
H 4.20 -1.24 2.60
H 3.62 -1.71 4.95
H 1.26 -1.95 5.62
H -0.54 -1.71 3.94
O -3.94 -2.67 -1.77
C -2.91 -2.11 -1.88
N -1.88 -1.50 -2.01
```

---

DFT (ωB97M-V/def2-TZVPD) results for C2H3BrSi in the gas phase.

Values from the calculation:
- orbital gap (eV) = 8.76
- energy above the lowest of the compared OMol25 structures with the same formula, charge and spin (eV) = 3.600
- 2S+1 = 1
- charge = 0
- electronic energy (Ha) = -2941.33002

```
7
C2H3BrSi (ωB97M-V/def2-TZVPD)
Si -1.20 0.05 -0.02
C 0.58 -0.15 0.58
C 1.93 0.15 0.08
Br 3.62 -0.33 -0.15
H -1.92 1.19 0.56
H -2.16 -0.98 0.38
H -0.84 0.08 -1.43
```

---

DFT (ωB97M-V/def2-TZVPD) results for a molecular structure, C2BrClFIO.

Values from the calculation:
- orbital gap (spin up / spin down) (eV) = 7.68 / 7.43
- energy above the lowest of the compared OMol25 structures with the same formula, charge and spin (eV) = 2.977
- 2S+1 = 3
- charge = 0
- electronic energy (Ha) = -3583.00533

```
7
C2BrClFIO (ωB97M-V/def2-TZVPD)
C -1.08 -1.24 -0.64
C 0.34 1.64 0.90
O -1.68 -1.79 0.22
F 0.65 0.57 1.62
Cl -0.87 0.48 -0.55
Br 0.36 -1.83 -1.67
I 2.27 2.16 0.13
```

---

DFT (ωB97M-V/def2-TZVPD) results for a molecular structure, C4H6IN2.

Values from the calculation:
- orbital gap (eV) = 9.85
- energy above the lowest of the compared OMol25 structures with the same formula, charge and spin (eV) = 1.815
- 2S+1 = 1
- charge = +1
- electronic energy (Ha) = -562.90346

```
13
C4H6IN2 (ωB97M-V/def2-TZVPD)
C 0.53 -1.54 -0.31
C -0.61 -0.98 -0.71
C -0.44 0.78 0.05
C 1.47 -0.58 0.41
N 0.74 0.69 0.61
N -1.43 1.59 0.03
I -2.51 -1.45 -1.56
H 0.82 -2.67 -0.37
H 1.47 -0.95 1.42
H 2.29 -0.29 -0.24
H 1.29 1.44 0.98
H -2.24 1.31 -0.60
H -1.37 2.65 0.30
```

---

DFT (ωB97M-V/def2-TZVPD) results for a molecular structure, C41H45BaN3O2S2Sb.

Values from the calculation:
- orbital gap (eV) = 6.62
- energy above the lowest of the compared OMol25 structures with the same formula, charge and spin (eV) = 0.406
- 2S+1 = 1
- charge = -1
- electronic energy (Ha) = -2966.27664

```
95
C41H45BaN3O2S2Sb (ωB97M-V/def2-TZVPD)
Ba 0.14 0.68 -1.68
C 2.84 -1.62 -0.26
O 1.97 -0.64 0.33
C 2.15 -0.37 1.65
C 2.52 -1.34 2.57
C 2.61 -1.02 3.92
C 2.30 0.26 4.36
C 1.91 1.22 3.44
C 1.87 0.94 2.09
N 1.32 1.89 1.15
N 1.94 2.24 0.12
C 3.30 1.91 -0.11
C 3.53 1.38 -1.40
O 2.59 1.11 -2.22
C 4.90 1.04 -1.72
C 5.91 1.24 -0.84
C 5.68 1.84 0.43
C 6.75 2.12 1.30
C 6.55 2.78 2.49
C 5.25 3.21 2.82
C 4.19 2.93 2.00
C 4.36 2.20 0.79
H 2.49 -2.63 -0.05
H 3.86 -1.47 0.10
H 2.80 -1.45 -1.33
H 2.73 -2.34 2.23
H 2.91 -1.78 4.63
H 2.35 0.50 5.41
H 1.64 2.22 3.77
H 5.08 0.61 -2.70
H 6.92 0.96 -1.11
H 7.75 1.82 1.01
H 7.38 2.99 3.15
H 5.08 3.77 3.73
H 3.21 3.30 2.26
S -2.07 4.80 -4.31
C -2.50 5.14 -2.69
C -2.17 4.12 -1.85
C -1.54 2.98 -2.47
C -1.43 3.23 -3.82
C -0.86 2.35 -4.85
C -0.78 2.73 -6.19
C -0.26 1.86 -7.12
C 0.18 0.60 -6.71
C 0.08 0.30 -5.36
N -0.41 1.14 -4.45
H -2.97 6.08 -2.45
H -2.37 4.18 -0.78
H -1.13 3.71 -6.49
H -0.20 2.15 -8.17
H 0.58 -0.12 -7.41
H 0.41 -0.66 -4.98
C -4.67 0.14 1.34
C -3.89 -1.17 1.45
C -4.20 -2.08 0.26
Sb -1.78 -0.76 1.49
C -1.04 -2.65 2.29
C -0.39 -3.46 1.18
C -2.08 -3.48 3.03
C -1.59 0.34 3.36
C -2.52 -0.10 4.48
C -1.68 1.84 3.10
H -5.74 -0.06 1.23
H -4.36 0.71 0.47
H -4.55 0.78 2.22
H -4.14 -1.68 2.39
H -3.97 -1.58 -0.69
H -5.26 -2.34 0.24
H -3.63 -3.01 0.26
H -0.27 -2.32 2.99
H -1.13 -3.80 0.45
H 0.11 -4.35 1.59
H 0.35 -2.89 0.61
H -2.86 -3.84 2.35
H -2.56 -2.95 3.85
H -1.60 -4.38 3.46
H -0.56 0.11 3.66
H -3.58 0.01 4.20
H -2.36 0.52 5.37
H -2.36 -1.14 4.78
H -2.69 2.12 2.77
H -0.98 2.17 2.34
H -1.48 2.40 4.02
S 0.19 -2.40 -2.46
C -1.50 -2.85 -2.62
C -2.43 -1.99 -3.22
C -3.77 -2.33 -3.33
C -4.24 -3.54 -2.84
C -3.33 -4.41 -2.25
C -1.99 -4.07 -2.14
H -2.08 -1.04 -3.62
H -4.46 -1.63 -3.81
H -5.29 -3.81 -2.93
H -3.67 -5.37 -1.86
H -1.29 -4.76 -1.68
```

---

DFT (ωB97M-V/def2-TZVPD) results for C5H9NO in the gas phase.

Values from the calculation:
- orbital gap (eV) = 11.45
- energy above the lowest of the compared OMol25 structures with the same formula, charge and spin (eV) = 1.308
- 2S+1 = 1
- charge = 0
- electronic energy (Ha) = -325.88949

```
16
C5H9NO (ωB97M-V/def2-TZVPD)
C -1.26 0.61 -1.41
C -0.27 -0.34 -0.76
C 0.76 0.34 0.17
O 0.24 1.48 0.83
C 1.23 -0.60 1.30
C 0.13 -1.48 1.70
N -0.84 -2.11 1.75
H -0.81 1.40 -2.03
H -1.94 0.03 -2.05
H -1.88 1.08 -0.64
H 0.29 -0.92 -1.51
H -0.89 -1.05 -0.19
H 1.66 0.63 -0.41
H -0.02 2.12 0.15
H 1.56 0.01 2.15
H 2.08 -1.22 0.99
```